Entry 1:
ORCA calculation (wB97M-V/def2-TZVPD) on 8 unconnected molecules or ions with the total composition C31H82N4O12.

The geometry in XYZ format:
```
129
C31H82N4O12 wB97M-V/def2-TZVPD
C 10.46325 18.75534 16.78394
O 10.40858 17.67298 17.67699
C 11.63784 17.48234 18.35312
C 11.38210 16.46610 19.42838
N 10.91098 15.19704 18.90638
C 10.90128 14.10736 19.90429
C 9.89484 14.38120 20.96024
O 8.68968 14.66816 20.32334
C 7.63128 14.87460 21.24192
H 10.75712 19.76347 17.19719
H 9.47077 18.89371 16.33978
H 11.13851 18.44567 15.93932
H 12.03342 18.39289 18.73107
H 12.37111 17.04800 17.64113
H 10.77060 16.89846 20.21796
H 12.37110 16.20523 19.79650
H 10.01232 15.34589 18.51855
H 11.89782 14.05898 20.33742
H 10.61858 13.23609 19.34376
H 10.13463 15.23131 21.67274
H 9.85492 13.47998 21.62899
H 6.77417 15.30571 20.75850
H 7.92330 15.60153 22.00800
H 7.37816 13.97368 21.82084
C 14.74469 19.03394 15.89442
O 14.40233 18.62362 14.58243
C 15.48082 19.05645 13.72881
C 14.99057 18.81144 12.26408
N 14.70121 17.39645 12.12723
C 14.17739 17.16569 10.77295
C 13.77848 15.74982 10.48758
O 12.46890 15.47933 11.01389
C 12.08429 14.10709 10.77714
H 13.97579 18.77393 16.64270
H 14.91157 20.07498 15.90529
H 15.62472 18.53810 16.29234
H 16.36458 18.50065 13.98848
H 15.69316 20.08920 13.93783
H 15.75016 19.23762 11.59288
H 14.03460 19.36088 12.06058
H 14.06945 17.08507 12.84080
H 14.84587 17.51056 9.96960
H 13.31666 17.82209 10.68015
H 14.52888 14.99894 10.86236
H 13.77840 15.58014 9.39873
H 11.67036 14.00015 9.79626
H 11.25658 13.91507 11.46955
H 12.87348 13.36891 10.98058
C 7.96122 24.42055 9.78220
O 8.64334 23.28021 9.27819
C 7.72358 22.20732 8.86458
C 8.56466 20.93424 8.53940
N 8.93670 20.13726 9.70920
C 9.72763 18.97775 9.37144
C 10.01057 18.16087 10.66778
O 10.92956 18.96462 11.37288
C 11.27302 18.51927 12.69836
H 7.25998 24.87781 9.05381
H 8.73279 25.12961 10.09821
H 7.35037 24.16064 10.67038
H 7.10814 22.45713 7.96722
H 7.09702 21.97209 9.73212
H 9.48645 21.18779 7.94671
H 7.95573 20.32178 7.89778
H 9.44837 20.72842 10.35913
H 10.67770 19.28180 8.90672
H 9.24421 18.32543 8.65972
H 10.46425 17.16054 10.53249
H 9.01969 18.05445 11.17629
H 11.72978 17.52680 12.70097
H 10.38930 18.46845 13.32552
H 12.01964 19.17101 13.07638
C 18.98665 15.07660 14.03957
O 17.95402 14.86912 15.00265
C 16.92974 15.86938 14.76209
C 15.79967 15.61537 15.75532
N 16.22446 15.91173 17.07708
C 15.30940 15.78544 18.21373
C 16.08344 16.07810 19.50797
O 16.99366 14.94356 19.69688
C 17.87095 15.23217 20.81147
H 18.57079 14.97200 13.03644
H 19.76830 14.39497 14.28906
H 19.37426 16.09840 14.10942
H 16.58382 15.77804 13.72637
H 17.37032 16.88634 14.87108
H 15.47342 14.56200 15.58825
H 14.93572 16.20644 15.46610
H 17.12836 15.53573 17.31538
H 14.77951 14.79182 18.31368
H 14.51466 16.57597 18.15661
H 15.42205 16.13770 20.37441
H 16.61130 17.00916 19.37939
H 17.29307 14.95064 21.68335
H 18.17945 16.25537 20.93442
H 18.62550 14.45382 20.68911
C 15.24228 12.59229 13.31020
O 15.41777 11.75834 12.20839
H 14.59280 12.14116 14.07996
H 16.18260 12.92939 13.75327
H 14.66439 13.37926 12.86353
H 15.93550 10.97846 12.45969
C 11.96302 11.37525 16.24423
C 10.84109 10.39926 16.49964
O 11.31203 9.09657 16.21025
H 12.80993 11.09413 16.88198
H 11.67516 12.37394 16.64924
H 12.29122 11.44648 15.20854
H 9.99098 10.60666 15.84119
H 10.64273 10.47942 17.61444
H 10.67514 8.39850 16.35543
C 7.92212 16.92125 13.95354
C 8.72417 15.63192 13.71608
O 7.95493 14.60832 13.16352
H 7.00710 16.57397 14.43740
H 7.51808 17.40183 13.05386
H 8.51210 17.63549 14.45198
H 9.10911 15.27566 14.68697
H 9.54582 15.86831 13.06887
H 7.88172 14.80537 12.21862
C 12.41678 14.91816 14.25144
C 12.31619 15.62069 15.56913
O 12.79269 14.84795 16.61659
H 13.46154 14.77022 14.05007
H 12.00973 15.44212 13.39814
H 11.94444 13.93459 14.32323
H 11.28139 15.86015 15.75884
H 12.89198 16.52843 15.45172
H 12.19909 15.00186 17.37141
```

HOMO level, Ha: -0.2984
Structure (SMILES): COCCNCCOC.COCCNCCOC.COCCNCCOC.COCCNCCOC.CCO.CCO.CCO.CO
LUMO energy, Eh: 0.02547

Entry 2:
ORCA calculation (wB97M-V/def2-TZVPD) on 11 unconnected molecules or ions with the total composition C31H84O11.

The geometry in XYZ format:
```
126
C31H84O11 wB97M-V/def2-TZVPD
C -19.24529 12.88469 -14.29763
C -19.77597 11.85882 -15.28314
O -21.20218 11.98377 -15.27338
H -19.54484 13.84963 -14.70659
H -18.15991 12.79306 -14.25688
H -19.65417 12.75464 -13.29563
H -19.45021 10.83380 -15.10620
H -19.43515 12.14483 -16.27820
H -21.48254 11.63413 -16.12235
C -15.28615 14.68698 -15.00879
C -14.40146 14.70696 -16.26503
O -13.10370 14.17953 -15.97893
H -15.39959 13.64943 -14.69456
H -16.28718 15.08849 -15.16634
H -14.80184 15.30293 -14.25107
H -14.16604 15.69304 -16.66541
H -14.81519 14.13938 -17.09857
H -12.64425 14.14584 -16.82118
C -16.69340 14.65897 -9.13603
C -16.28112 14.34701 -10.54982
C -17.26404 13.48010 -11.34756
O -15.98983 15.52609 -11.19989
H -17.50405 15.38732 -9.11449
H -15.82536 15.00953 -8.57772
H -17.05942 13.73457 -8.68925
H -15.38705 13.72775 -10.47738
H -18.23494 13.94618 -11.51555
H -17.27104 12.46791 -10.94319
H -16.73800 13.40794 -12.29949
H -16.83806 15.95363 -11.33889
C -21.95582 11.20849 -10.74775
C -23.43693 11.41080 -10.80607
C -24.15519 10.98949 -9.54753
O -23.59940 12.77443 -10.82616
H -21.55792 11.30116 -11.75829
H -21.75198 10.19055 -10.41557
H -21.39602 11.83458 -10.05297
H -23.82924 10.87233 -11.66878
H -25.19623 11.31234 -9.53655
H -23.64880 11.39564 -8.67191
H -24.13381 9.90682 -9.42322
H -23.43677 13.03665 -11.73522
C -19.34080 7.18522 -13.48062
C -18.75806 8.43943 -12.89387
C -18.86104 8.60103 -11.38549
O -17.38883 8.52823 -13.27026
H -20.38650 7.14955 -13.17509
H -18.78828 6.27929 -13.23142
H -19.33826 7.27779 -14.56667
H -19.27147 9.25815 -13.39806
H -19.83477 8.32529 -10.98062
H -18.75307 9.63850 -11.06910
H -18.22181 7.94666 -10.79280
H -17.32879 8.64185 -14.22162
C -18.33784 16.98934 -13.58943
C -19.10037 17.53841 -12.40309
C -20.53783 17.05496 -12.38824
O -18.51907 17.03847 -11.26035
H -18.47128 15.91169 -13.68410
H -17.25895 17.14340 -13.60834
H -18.79453 17.45128 -14.46472
H -19.07083 18.62612 -12.46728
H -20.56473 15.96631 -12.43524
H -21.06525 17.45260 -13.25531
H -21.15037 17.36633 -11.54210
H -18.92844 17.51096 -10.53182
C -25.14743 14.18656 -13.53128
C -23.83716 14.07307 -14.26277
C -23.21581 15.49756 -14.41756
O -23.00423 13.27859 -13.47778
H -24.92115 14.68075 -12.58647
H -25.62650 13.22665 -13.33847
H -25.86163 14.88936 -13.96032
H -23.91559 13.69495 -15.28208
H -23.82460 16.19949 -14.98745
H -22.25385 15.39940 -14.92065
H -23.09355 15.85638 -13.39560
H -22.31970 12.84050 -13.98877
C -24.50335 12.16217 -18.56080
C -22.96235 12.22118 -18.60480
C -22.42778 13.66613 -18.30947
O -22.39105 11.40918 -17.59455
H -24.87038 12.68267 -19.44537
H -24.83755 12.68675 -17.66569
H -24.86516 11.13404 -18.54907
H -22.57840 11.86774 -19.56175
H -22.84098 14.13143 -17.41456
H -22.64085 14.38547 -19.10020
H -21.34382 13.69477 -18.19855
H -22.43969 10.54301 -18.00561
C -20.38284 16.26628 -17.62575
C -20.07154 17.71514 -17.42256
C -21.10468 18.48220 -16.56181
O -18.71419 17.77791 -16.85116
H -21.46679 16.22962 -17.73448
H -20.09755 15.72098 -16.72610
H -19.95622 15.75574 -18.48914
H -20.09288 18.23860 -18.37840
H -22.12864 18.38447 -16.92242
H -20.84589 19.53855 -16.48929
H -21.10844 17.99985 -15.58435
H -18.58625 18.64133 -16.45149
C -17.29024 6.47870 -17.28888
C -17.54291 7.96836 -17.25546
C -19.01485 8.46074 -17.37408
O -17.08469 8.50758 -16.02312
H -17.45841 6.05221 -18.27778
H -17.96507 5.99539 -16.58241
H -16.27302 6.27679 -16.95332
H -17.06932 8.51429 -18.07141
H -19.03206 9.54019 -17.22377
H -19.65524 7.98903 -16.62876
H -19.46768 8.14533 -18.31405
H -16.16005 8.25068 -15.99773
C -18.31350 11.17545 -20.03255
C -18.02750 12.27889 -19.01481
C -16.83548 11.90825 -18.18046
O -17.66732 13.48400 -19.70001
H -18.53588 10.22588 -19.54577
H -17.44250 10.98117 -20.65842
H -19.15394 11.36025 -20.70159
H -18.88515 12.50385 -18.38083
H -15.86814 11.92854 -18.68240
H -17.01683 10.91986 -17.75821
H -16.79134 12.53089 -17.28689
H -17.66104 14.19584 -19.05592
```

HOMO level, Ha: -0.3362
Structure (SMILES): CC(C)O.CC(C)O.CC(C)O.CC(C)O.CC(C)O.CC(C)O.CC(C)O.CC(C)O.CC(C)O.CCO.CCO
LUMO energy, Eh: 0.00713
Relative energy (zero: lowest compared OMol25 entry of this formula, charge and spin), kcal/mol: 39.37

Across the entries above, HOMO-LUMO gap takes the values 0.324 0.343 Eh, respectively.
Across the entries above, calculated total energy takes the values -2351.94932 -2059.07233 hartree, respectively.